ORCA calculation (ωB97M-V/def2-TZVPD) on a cluster of 7 separate species, C54H79BN8O4 in total.

The structure (SMILES) is CCCCCCCCCCCCCCC[C@@H]1OC(=O)[C@@](CN)(B(O)OCC)[C@H]1CNC.c1ccncc1.c1ccncc1.c1ccncc1.c1ccncc1.c1ccncc1.c1ccncc1. The LUMO energy comes out at 0.40 eV. For the molar mass, the calculation gives 915.09 g mol⁻¹. The energy is -2868.883839 Ha. The HOMO-LUMO gap is 9.0 eV.

XYZ file:
```
146
Properties=species:S:1:pos:R:3:forces:R:3
C -5.0681 -1.6602 -3.0673 -0.036 -0.301 -0.637
C -4.3593 -3.0040 -3.3372 -0.288 0.717 0.282
C -3.3614 -3.3087 -2.2248 -0.652 -0.637 0.047
C -2.9692 -4.7822 -2.1252 0.373 0.325 0.085
C -1.7115 -4.9878 -1.2701 -0.233 -0.418 -0.751
C -0.4168 -4.6988 -2.0374 -0.309 -0.679 0.222
C 0.8240 -5.1855 -1.2799 -0.032 1.479 0.022
C 1.2702 -4.1163 -0.2776 0.580 -0.237 0.386
C 2.6122 -4.4357 0.4341 -0.412 1.085 -0.077
C 3.5533 -3.2109 0.3552 -0.409 -1.105 0.413
C 3.0887 -2.0848 1.2758 0.767 0.627 -0.424
C 3.8036 -0.7410 0.9379 -0.157 0.045 1.429
C 2.8768 0.4320 0.6072 -0.337 -0.271 -0.754
C 2.3729 0.4834 -0.8632 -0.188 -0.719 0.399
C 3.3753 -0.0555 -1.8905 0.476 1.333 0.292
C 3.2770 0.4275 -3.3516 0.369 -0.071 0.206
O 4.4910 1.0795 -3.7882 1.248 0.059 -0.737
C 4.2391 2.1645 -4.5913 0.547 0.890 -1.907
O 4.9387 2.5430 -5.5357 -1.476 -1.231 3.100
C 2.9567 2.7751 -3.9576 1.226 -0.498 -0.946
C 3.5884 3.3301 -2.6315 -0.810 0.027 0.086
N 2.8158 4.4121 -2.0182 0.643 0.203 0.059
B 2.1947 3.8700 -4.8587 0.237 0.431 -0.152
O 2.5633 4.0096 -6.1844 -0.171 -0.911 0.256
O 1.1603 4.6957 -4.4427 0.003 -1.305 -0.280
C -0.0237 4.0407 -3.9824 -1.014 1.099 0.689
C -0.3378 4.3263 -2.5060 0.438 -0.046 0.203
C 2.1994 1.4257 -3.8048 -1.324 0.582 0.200
C 1.4935 0.8686 -5.0541 0.248 -0.206 -0.714
N 2.4017 0.3004 -6.0523 -0.389 -0.019 0.670
C 2.2610 -1.1311 -6.2759 0.945 -0.103 -0.792
H -6.0515 -1.8054 -2.6277 0.042 -0.005 0.248
H -4.4893 -1.0091 -2.4145 0.043 0.048 -0.004
H -5.2531 -1.1381 -4.0049 -0.004 0.195 0.053
H -5.1373 -3.7666 -3.4057 0.169 -0.257 0.064
H -3.8795 -2.9636 -4.3160 0.210 -0.138 0.033
H -3.8511 -3.0695 -1.2756 0.120 0.250 0.055
H -2.4919 -2.6563 -2.3161 0.089 -0.016 -0.035
H -2.8191 -5.2036 -3.1238 0.152 -0.007 -0.026
H -3.7891 -5.3549 -1.6873 -0.151 0.110 -0.004
H -1.7945 -4.4104 -0.3487 0.083 -0.002 0.095
H -1.6893 -6.0522 -1.0210 0.118 0.026 0.319
H -0.4978 -5.2294 -2.9904 0.033 0.001 -0.051
H -0.3196 -3.6390 -2.2801 0.049 0.064 0.036
H 0.6449 -6.1156 -0.7420 0.020 -0.224 -0.249
H 1.6373 -5.2858 -2.0014 0.113 -0.391 0.094
H 1.3824 -3.1536 -0.7876 -0.048 -0.059 -0.222
H 0.5255 -3.9289 0.4991 -0.296 -0.167 -0.175
H 2.3789 -4.5458 1.4964 0.241 -0.469 0.064
H 3.1102 -5.3357 0.0671 -0.203 0.141 0.007
H 3.6647 -2.8870 -0.6809 -0.052 0.038 -0.057
H 4.5291 -3.5729 0.6899 0.214 0.335 -0.067
H 3.3523 -2.3663 2.3029 -0.240 0.053 -0.163
H 2.0129 -1.8959 1.2620 -0.129 -0.339 -0.223
H 4.3099 -0.4588 1.8653 0.239 0.113 -0.118
H 4.5892 -0.8949 0.2032 -0.017 0.045 -0.137
H 1.9835 0.3499 1.2315 0.062 0.056 0.170
H 3.3153 1.3988 0.8618 0.343 -0.089 -0.051
H 2.0474 1.5048 -1.0534 0.015 0.009 -0.257
H 1.4853 -0.1542 -0.9242 -0.174 0.182 -0.062
H 3.3729 -1.1413 -1.8702 -0.110 -0.064 -0.027
H 4.3746 0.2381 -1.5543 0.091 -0.034 -0.141
H 3.3440 -0.4971 -3.9215 -0.812 0.176 -0.461
H 4.5684 3.7195 -2.9074 0.004 0.125 0.056
H 3.7679 2.5374 -1.9056 0.071 -0.192 -0.211
H 3.4963 5.0728 -1.6651 -0.209 0.189 0.181
H 2.2760 4.1046 -1.2198 -0.062 -0.129 -0.032
H 1.7419 3.9394 -6.6868 0.124 0.784 -0.265
H -0.8488 4.4954 -4.5355 0.120 -0.079 -0.301
H -0.0632 2.9772 -4.2123 0.288 -0.070 0.027
H 0.2829 5.1522 -2.1408 -0.270 -0.385 -0.202
H -0.1730 3.4541 -1.8691 0.100 -0.006 0.032
H -1.3697 4.6434 -2.3674 -0.087 -0.096 -0.106
H 1.3560 1.6331 -3.1394 0.310 -0.528 0.610
H 0.8379 1.5898 -5.5534 0.016 0.233 0.301
H 0.8348 0.0692 -4.7035 -0.089 0.041 0.075
H 2.3805 0.8197 -6.9136 0.102 0.023 -0.059
H 1.9045 -1.6705 -5.4031 -0.187 0.195 0.133
H 3.2568 -1.5320 -6.4936 -0.046 -0.143 0.031
H 1.6508 -1.3928 -7.1474 -0.298 0.036 0.172
C 1.8639 9.5696 -0.9561 0.126 0.115 0.039
C 0.5058 9.6611 -0.7095 -0.049 -0.008 0.006
C -0.3046 8.6098 -1.1063 -0.151 -0.172 -0.048
N 0.1387 7.5083 -1.7155 0.186 0.440 0.162
C 1.4508 7.4443 -1.9488 -0.017 -0.126 -0.150
C 2.3490 8.4403 -1.5889 -0.048 -0.050 -0.006
H 2.5333 10.3685 -0.6621 -0.005 -0.001 0.001
H 0.0819 10.5276 -0.2206 -0.028 -0.015 -0.004
H -1.3730 8.6428 -0.9298 -0.055 0.059 0.037
H 1.7933 6.5459 -2.4520 0.042 0.040 -0.027
H 3.4034 8.3305 -1.8041 -0.003 -0.025 -0.031
C -7.6897 2.2796 -0.2870 -0.090 0.120 0.117
C -8.5353 1.3292 -0.8289 0.036 -0.032 -0.005
C -8.0898 0.6094 -1.9272 0.011 -0.107 -0.118
N -6.9016 0.7895 -2.4959 -0.075 0.136 0.011
C -6.1044 1.7159 -1.9658 -0.009 -0.055 -0.021
C -6.4478 2.4803 -0.8628 0.033 0.010 -0.095
H -7.9940 2.8544 0.5776 0.039 -0.006 0.020
H -9.5132 1.1416 -0.4066 -0.008 -0.014 -0.019
H -8.7107 -0.1575 -2.3791 -0.058 0.024 0.032
H -5.1407 1.8358 -2.4503 0.007 0.049 0.036
H -5.7577 3.2099 -0.4630 0.015 -0.025 0.013
C 1.9567 -3.8846 7.0117 -0.043 -0.052 0.082
C 1.1726 -3.2191 6.0852 0.015 0.001 -0.004
C 1.8051 -2.5694 5.0364 0.003 0.101 -0.155
N 3.1254 -2.5439 4.8686 -0.035 -0.081 0.143
C 3.8622 -3.1888 5.7709 0.114 0.056 -0.091
C 3.3320 -3.8723 6.8543 -0.008 0.013 -0.017
H 1.5023 -4.4056 7.8448 -0.001 -0.001 -0.001
H 0.0950 -3.2034 6.1715 -0.006 0.013 -0.026
H 1.2310 -2.0380 4.2845 -0.057 -0.022 0.022
H 4.9341 -3.1497 5.6096 0.013 -0.041 0.055
H 3.9804 -4.3802 7.5549 0.024 0.007 -0.012
C -5.5352 1.4079 5.1320 -0.026 -0.101 0.206
C -4.8784 2.4096 4.4401 0.003 0.024 -0.131
C -5.0555 2.4868 3.0657 0.006 -0.015 -0.054
N -5.8190 1.6458 2.3695 0.045 0.039 0.206
C -6.4393 0.6869 3.0549 -0.087 -0.068 -0.203
C -6.3352 0.5247 4.4276 0.027 0.041 -0.079
H -5.4219 1.3195 6.2047 0.049 0.081 0.001
H -4.2445 3.1156 4.9556 -0.012 0.050 0.023
H -4.5621 3.2588 2.4837 0.035 0.024 0.059
H -7.0510 0.0152 2.4609 -0.021 -0.024 0.043
H -6.8661 -0.2728 4.9292 -0.010 -0.013 -0.025
C -2.9639 4.9883 9.5312 0.042 0.072 0.067
C -4.2166 4.4788 9.8265 0.011 -0.012 -0.016
C -4.7661 3.5450 8.9620 -0.116 -0.110 -0.063
N -4.1607 3.1095 7.8585 0.090 0.108 0.074
C -2.9565 3.6137 7.5914 -0.036 -0.105 -0.113
C -2.3160 4.5480 8.3898 -0.013 -0.008 -0.008
H -2.4990 5.7184 10.1812 0.000 0.000 -0.001
H -4.7570 4.7968 10.7072 -0.022 -0.018 -0.003
H -5.7437 3.1171 9.1556 -0.012 0.044 0.057
H -2.4872 3.2434 6.6858 0.074 0.028 0.026
H -1.3366 4.9199 8.1228 0.000 -0.015 -0.024
C 5.9335 -9.4312 0.9690 0.044 -0.092 0.029
C 5.0489 -9.3417 -0.0920 -0.002 0.014 0.005
C 4.5031 -8.1022 -0.3882 -0.091 0.110 -0.081
N 4.7772 -6.9901 0.2906 0.175 -0.250 0.017
C 5.6283 -7.0974 1.3086 -0.033 0.171 0.017
C 6.2328 -8.2861 1.6872 -0.020 0.002 -0.012
H 6.3829 -10.3800 1.2329 0.001 0.000 -0.001
H 4.7871 -10.2119 -0.6779 -0.014 0.013 -0.019
H 3.8075 -7.9840 -1.2126 -0.002 -0.066 -0.012
H 5.8301 -6.1759 1.8445 0.044 -0.029 0.041
H 6.9187 -8.3124 2.5226 -0.002 0.027 0.007
```
Positions in Å, forces in eV/Å.

Mulliken atomic charge list, values in e, 2 entries: -1.146 -0.450